Below is C37H46BiF3N4O2P2S4 as an isolated structure, with properties calculated with ωB97M-V/def2-TZVPD.

## Properties
Largest force on an atom in eV/A: 0.89
HOMO energy in eV: -12.6
2S+1: 1
Charge: +2
HOMO-LUMO gap in Eh: 0.284
ΔE to the lowest compared entry with this formula, charge and spin in kcal per mole: 41.2

CARTESIAN COORDINATES (ANGSTROEM)
Bi1 -1.696 15.892 13.174
O1 -3.707 14.951 11.722
S1 -3.573 13.451 11.424
C1 -4.759 12.599 12.447
C2 -4.283 11.172 12.749
C3 -3.038 11.166 13.670
C4 -3.356 11.564 15.124
S2 -2.852 13.207 15.632
O2 -2.863 14.006 14.331
C5 -1.180 12.972 16.220
C6 -0.008 13.452 15.384
C7 1.333 12.796 15.706
C8 1.186 12.715 18.281
C9 -0.092 12.339 18.429
C10 -1.186 12.528 17.491
C11 -4.312 13.258 9.830
C12 -3.925 12.192 9.018
C13 -4.494 12.060 7.754
C14 -5.415 12.993 7.302
C15 -5.799 14.040 8.133
C16 -5.262 14.179 9.403
H1 -5.718 12.610 11.934
H2 -4.825 13.202 13.349
H3 -4.059 10.640 11.826
H4 -5.098 10.628 13.219
H5 -2.287 11.841 13.258
H6 -2.614 10.166 13.674
H7 -2.870 10.914 15.842
H8 -4.430 11.539 15.317
H9 0.341 13.499 13.341
H10 1.998 13.305 14.991
H11 1.866 12.597 19.123
H12 -0.387 11.926 19.389
H13 -2.165 12.347 17.926
H14 -3.172 11.490 9.346
H15 -4.199 11.236 7.118
H16 -5.850 12.891 6.316
H17 -6.534 14.755 7.782
H18 -5.549 15.006 10.047
C17 -3.338 18.895 14.866
P1 -3.744 17.264 14.243
C18 -4.507 16.379 15.587
C19 -5.023 17.397 12.973
C20 -4.582 18.217 11.755
P2 -2.880 17.835 11.173
C21 -3.111 17.505 9.417
C22 -2.125 19.485 11.125
H19 -4.236 19.343 15.294
H20 -2.959 19.531 14.070
H21 -2.590 18.809 15.648
H22 -5.336 16.961 15.981
H23 -3.786 16.194 16.383
H24 -4.875 15.435 15.208
H25 -5.895 17.864 13.444
H26 -5.258 16.365 12.710
H27 -4.600 19.273 12.028
H28 -5.298 18.086 10.945
H29 -3.660 18.332 8.963
H30 -3.663 16.585 9.274
H31 -2.154 17.416 8.917
H32 -2.801 20.165 10.613
H33 -1.185 19.428 10.579
H34 -1.904 19.846 12.138
C23 2.233 18.667 14.803
N1 2.353 17.409 14.057
C24 3.395 16.491 14.141
C25 3.168 15.524 13.226
N2 1.956 15.845 12.600
C26 1.471 17.010 13.136
S3 0.071 17.906 12.726
C27 1.479 15.239 11.403
C28 2.354 14.746 10.447
C29 1.802 14.234 9.285
C30 0.423 14.244 9.100
C31 -0.352 14.749 10.123
N3 0.165 15.210 11.250
H35 3.039 18.705 15.529
H36 1.279 18.685 15.339
H37 2.303 19.504 14.111
H38 4.208 16.606 14.836
H39 3.720 14.633 12.983
H40 3.419 14.795 10.568
H41 2.459 13.869 8.500
H42 -0.020 13.870 8.200
H43 -1.434 14.812 10.047
F1 2.134 16.903 17.100
C32 1.557 15.879 17.789
F2 2.463 15.472 18.689
F3 0.506 16.387 18.458
C33 1.187 14.769 16.873
C34 1.762 13.360 17.053
C35 1.129 11.438 15.102
C36 0.298 11.607 14.076
N4 -0.242 12.978 13.987
C37 0.267 14.869 15.885
S4 -0.695 16.272 15.582
H44 2.851 13.417 17.143
H45 1.645 10.536 15.332
H46 0.026 10.881 13.337